No. 1
{
  "formula": "C18H33N6O9",
  "method": "ωB97M-V/def2-TZVPD",
  "symbols": ["N", "O", "O", "O", "C", "C", "C", "C", "C", "C", "N", "O", "O", "H", "H", "H", "H", "H", "C", "O", "N", "C", "C", "H", "H", "H", "H", "H", "H", "H", "C", "O", "N", "C", "C", "H", "H", "H", "H", "H", "H", "H", "C", "O", "N", "C", "C", "H", "H", "H", "H", "H", "H", "H", "C", "O", "N", "C", "C", "H", "H", "H", "H", "H", "H", "H"],
  "coordinates": [[-0.13908, 0.53286, -0.97800], [0.81192, -0.25314, -0.78500], [-1.36608, 0.31986, -0.46500], [0.13092, 1.51486, -1.58800], [0.50692, 0.19686, 3.01000], [0.35792, 0.76286, 4.38800], [-1.05008, 0.99986, 5.04100], [-2.25408, 0.24386, 4.36700], [-2.01808, -0.35714, 3.06400], [-0.69808, -0.35214, 2.41400], [-3.47508, 0.16386, 5.12000], [-3.83108, 1.12286, 5.84400], [-4.30008, -0.59114, 4.59500], [1.40892, 0.30686, 2.52800], [1.15192, 0.95486, 4.92200], [-1.25408, 1.50686, 6.07600], [-2.86608, -0.90914, 2.64400], [-0.37508, -0.83914, 1.43700], [-2.55408, -2.93314, 0.64300], [-2.38308, -3.52414, 1.72100], [-2.62108, -3.55514, -0.50600], [-2.69708, -2.77614, -1.76000], [-2.78008, -5.01014, -0.52700], [-2.80408, -1.87814, 0.76400], [-3.28108, -1.79814, -1.49800], [-3.05908, -3.24314, -2.88600], [-1.64708, -2.39014, -1.88400], [-3.60308, -5.22814, 0.15500], [-1.74108, -5.48214, -0.37000], [-3.25908, -5.36314, -1.54000], [-1.76708, 2.59886, -6.34700], [-1.44608, 1.40886, -6.38700], [-1.11408, 3.45886, -5.54800], [-1.41708, 4.84586, -5.79100], [-0.04808, 3.05886, -4.84400], [-2.31908, 3.10686, -7.16600], [-0.80008, 5.13586, -6.72600], [-1.14508, 5.42986, -4.96700], [-2.34008, 5.14386, -5.96900], [0.81792, 2.89186, -5.55600], [-0.33808, 2.08386, -4.39100], [0.09492, 3.64886, -4.03300], [2.94992, 2.02586, 0.68700], [4.01492, 1.47086, 0.99000], [2.49792, 3.16086, 1.28000], [1.16892, 3.82586, 0.92900], [3.30592, 3.85486, 2.15700], [2.18892, 1.54386, -0.09000], [0.93992, 3.65586, -0.08700], [1.21192, 4.82886, 1.15100], [0.62192, 3.47286, 1.58500], [2.96992, 4.75286, 2.54300], [4.31192, 4.06486, 1.74700], [3.36592, 3.13886, 2.94400], [3.43292, -4.98214, 1.05200], [4.66992, -5.14314, 1.49600], [2.84092, -3.86114, 0.68500], [1.46692, -3.76714, 0.29400], [3.66092, -2.70614, 0.69100], [2.84392, -5.93714, 1.06000], [0.72592, -4.57014, 0.56900], [1.30692, -3.62914, -0.72900], [1.21892, -2.72114, 0.80600], [4.53292, -2.95614, 0.21300], [4.19892, -2.51414, 1.50900], [3.06292, -1.96414, 0.29700]],
  "forces_ev_per_a": [[-1.94, -2.16, 2.40], [-0.67, -1.49, 0.95], [3.19, 0.24, -1.53], [-0.66, 3.35, -1.80], [-5.99, 0.81, 4.52], [-8.32, -1.11, -3.43], [0.54, -3.06, -2.16], [6.77, 1.80, 0.03], [1.21, 0.15, 1.32], [1.44, 0.35, 0.71], [-3.03, 2.49, -2.95], [1.37, -1.94, 0.05], [0.53, -0.41, 1.51], [1.93, -0.38, -1.08], [4.09, 1.59, 2.71], [0.74, -1.14, -2.20], [0.57, 0.25, -0.01], [-1.74, 0.64, 1.06], [-0.49, -0.21, 3.65], [0.13, -0.02, -0.77], [-1.15, -1.09, -3.34], [0.31, 2.18, -1.41], [0.24, -0.40, -1.75], [0.37, 0.44, -1.22], [0.76, -1.81, -0.89], [0.77, 0.79, 3.91], [-1.01, -0.28, -0.58], [0.80, -0.54, 0.68], [-2.02, 0.14, 0.08], [1.43, 0.94, 1.56], [2.15, -1.59, -0.98], [-1.18, 0.80, -0.15], [-5.55, 2.03, -2.28], [5.66, -0.72, -1.70], [2.43, -4.35, -0.16], [-0.63, -0.32, 0.58], [-0.72, 0.26, 1.42], [0.97, 0.86, 1.23], [-4.72, 0.28, -0.97], [-0.31, 0.24, 1.20], [0.76, 0.34, -0.35], [1.13, 2.10, 2.21], [-0.87, -1.36, -0.73], [-1.07, 0.86, -0.32], [-2.42, 0.73, -3.36], [6.85, 0.19, -4.49], [2.92, -1.32, 0.70], [1.40, 1.00, 1.38], [-0.66, -0.42, -0.90], [0.64, 2.50, 0.07], [-6.38, -3.70, 5.54], [-1.38, 1.71, 0.45], [-0.23, -0.34, 0.17], [1.12, -0.03, 1.49], [4.02, -2.87, 2.27], [-4.65, 1.48, -2.01], [0.72, -2.66, 0.82], [-1.65, 2.52, 2.62], [-1.44, -1.02, -1.77], [-0.10, 0.99, -0.31], [1.32, 0.66, 0.51], [0.23, 0.40, -1.86], [-0.61, -2.32, -1.17], [1.88, -0.30, -2.91], [0.58, 1.06, 4.60], [-0.40, 2.20, -0.82]],
  "e_tot_ev": -46556.426,
  "charge": -1,
  "multiplicity": 1,
  "gap_ev": 7.13,
  "relative_energy_kcal_mol": 17.4
}

No. 2
{
  "formula": "C6H15NO2",
  "method": "ωB97M-V/def2-TZVPD",
  "symbols": ["C", "C", "C", "C", "O", "H", "H", "H", "H", "H", "H", "H", "H", "C", "N", "C", "O", "H", "H", "H", "H", "H", "H", "H"],
  "coordinates": [[-0.81571, 1.45295, 1.63286], [-1.21124, 0.14390, 1.01988], [-2.28967, 0.22946, -0.01889], [-0.63565, -1.00187, 1.41019], [-1.08706, -2.26979, 1.14250], [-0.10326, 1.31438, 2.44280], [-1.68814, 1.97923, 2.02273], [-0.34898, 2.07597, 0.86817], [-3.07208, 0.93831, 0.25531], [-1.89292, 0.60655, -0.96127], [-2.78071, -0.72526, -0.21221], [0.03937, -1.02948, 2.25540], [-1.74856, -2.22891, 0.44175], [1.39004, -1.31805, -1.64747], [1.55253, 0.09830, -1.43282], [2.25826, 0.51829, -0.19819], [0.39392, 0.83537, -1.81677], [0.99499, -1.44974, -2.65424], [2.34366, -1.83107, -1.54077], [0.72804, -1.79693, -0.91986], [1.73541, 0.26676, 0.72923], [3.22468, 0.01855, -0.21467], [2.39313, 1.59812, -0.21041], [0.61994, 1.57496, -2.39324]],
  "forces_ev_per_a": [[0.40, -0.18, -0.30], [0.08, -0.37, 0.11], [-0.06, -0.05, -0.15], [-1.39, 0.49, 0.90], [0.36, -0.07, -0.58], [0.07, 0.03, 0.08], [-0.02, 0.00, -0.01], [0.00, 0.25, 0.03], [-0.03, -0.05, 0.29], [0.17, -0.13, -0.09], [-0.05, -0.02, -0.08], [0.32, 0.07, -0.19], [0.04, -0.02, 0.05], [-0.68, 0.28, 0.23], [1.77, 0.91, -0.59], [-1.28, -0.09, -0.73], [-0.57, -0.59, 1.25], [0.07, -0.21, 0.06], [0.23, 0.24, -0.19], [-0.32, -0.04, 0.03], [-0.10, -0.15, 0.03], [0.04, 0.07, -0.01], [0.13, 0.00, -0.13], [0.81, -0.36, 0.00]],
  "e_tot_ev": -12047.504,
  "multiplicity": 1,
  "gap_ev": 8.89,
  "relative_energy_kcal_mol": 90.1,
  "smiles": "CC(C)=CO.CN(C)O"
}

No. 3
{
  "formula": "C6H6FInLiO6",
  "method": "ωB97M-V/def2-TZVPD",
  "symbols": ["H", "O", "O", "O", "C", "C", "C", "H", "F", "H", "In", "H", "O", "O", "O", "C", "C", "C", "H", "H", "Li"],
  "coordinates": [[0.21706, 0.77839, 2.13733], [-0.34825, -1.92187, 0.44284], [-1.68733, -0.47125, -0.46946], [-0.63714, -1.88428, -1.80143], [-0.70172, -0.95169, 1.52270], [-1.92378, -0.34212, 0.93646], [-0.85279, -1.50834, -0.64884], [-0.90585, -1.53909, 2.42226], [-3.14694, -1.01219, 1.16652], [-2.13004, 0.70785, 1.16525], [0.34728, -3.16671, -2.71735], [3.04535, 2.11386, 1.56998], [2.38395, 1.03061, -0.08011], [0.33833, 1.73416, 0.25061], [0.87176, 0.95188, -1.74300], [2.33421, 1.31318, 1.34453], [0.87486, 1.68297, 1.60050], [1.20290, 1.22681, -0.60269], [2.62289, 0.38293, 1.84740], [0.75796, 2.69829, 1.99777], [-1.04815, 0.85804, -1.98266]],
  "forces_ev_per_a": [[1.88, 2.59, -0.82], [1.04, 0.38, 1.83], [0.18, -0.11, -0.35], [-3.67, 4.76, 4.33], [-1.77, -3.15, -0.74], [-2.42, 1.11, -0.13], [-1.18, 1.46, -1.03], [0.85, 0.39, 0.27], [2.35, 0.47, 0.02], [0.27, -0.18, -0.01], [4.26, -5.62, -4.22], [-0.21, -0.19, -0.09], [-0.18, -0.10, -0.09], [-0.81, 0.11, 0.57], [-0.43, -0.22, -0.02], [0.48, -0.49, 0.37], [-1.32, -1.24, 0.30], [0.63, -0.09, -0.36], [0.09, 0.39, -0.03], [-0.28, -0.64, 0.45], [0.24, 0.37, -0.27]],
  "e_tot_ev": -26682.303,
  "charge": 2,
  "multiplicity": 2,
  "gap_ev": [9.22, 6.39],
  "relative_energy_kcal_mol": 0.0
}

No. 4
{
  "formula": "C16H32BNaO12",
  "method": "ωB97M-V/def2-TZVPD",
  "symbols": ["Na", "O", "C", "O", "B", "O", "C", "O", "O", "C", "O", "C", "O", "O", "C", "C", "C", "O", "H", "H", "H", "H", "H", "H", "H", "H", "C", "C", "C", "O", "H", "H", "H", "H", "H", "H", "H", "H", "C", "C", "C", "O", "H", "H", "H", "H", "H", "H", "H", "H", "C", "C", "C", "O", "H", "H", "H", "H", "H", "H", "H", "H"],
  "coordinates": [[0.01766, 0.31937, 1.54479], [0.34856, -0.43182, -7.00140], [0.77576, -0.58984, -5.84416], [0.21612, -0.85550, -4.67501], [1.16025, -1.33430, -3.64176], [2.43818, -1.11590, -4.36183], [2.29800, -0.72421, -5.66861], [3.16063, -0.60633, -6.51547], [0.94897, -2.78562, -3.33106], [0.88367, -2.96406, -1.98126], [0.73942, -4.04508, -1.35432], [0.95614, -1.53705, -1.39099], [0.98907, -0.65383, -2.35382], [0.99166, -1.27189, -0.20635], [-2.90496, -1.17134, -1.66064], [-3.07351, -0.61356, -0.19274], [-4.10812, -1.27620, 0.72415], [-1.80107, -0.83572, 0.37364], [-2.47125, -2.13181, -1.93903], [-2.13395, -0.60076, -2.17842], [-3.80920, -1.08032, -2.26245], [-3.21581, 0.46448, -0.26820], [-3.89005, -2.33191, 0.88550], [-5.09723, -1.32235, 0.26847], [-4.14976, -0.82382, 1.71497], [-1.47164, -1.67699, 0.04908], [-1.68197, 4.43403, -0.67815], [-1.78450, 2.94665, -0.36788], [-1.17765, 2.14784, -1.49754], [-1.18458, 2.60388, 0.84253], [-0.62527, 4.69909, -0.71306], [-2.09999, 5.11759, 0.06084], [-2.14267, 4.76442, -1.60912], [-2.85162, 2.73789, -0.29192], [-1.81025, 1.97497, -2.36818], [-1.03039, 1.10788, -1.20619], [-0.22193, 2.58189, -1.79134], [-1.08916, 3.44467, 1.29594], [-1.28435, -2.27744, 3.55391], [-0.01081, -1.91337, 4.12497], [1.07697, -2.63052, 3.35725], [0.07977, -0.49356, 4.03861], [-1.37102, -2.03152, 2.49555], [-1.96124, -1.57891, 4.04582], [-1.48862, -3.30539, 3.85338], [-0.03492, -2.29696, 5.14495], [1.04962, -2.33461, 2.30854], [0.95296, -3.71337, 3.37009], [1.93343, -2.20834, 3.88293], [0.56856, -0.18508, 4.80511], [3.99973, 2.65337, 0.86472], [3.16727, 1.33381, 0.90712], [3.27339, 0.51029, 2.24522], [1.80026, 1.64273, 0.54208], [3.85052, 3.38380, 1.65989], [3.77480, 2.98086, -0.15029], [5.05672, 2.38726, 0.87147], [3.67879, 0.69258, 0.18930], [2.49547, -0.22719, 2.44292], [3.15152, 1.22779, 3.05666], [4.29341, 0.15734, 2.39718], [1.85023, 1.66197, -0.41643]],
  "forces_ev_per_a": [[-0.11, 0.17, -0.20], [0.89, -0.19, 4.11], [-4.13, -0.60, -1.66], [-0.56, 1.07, -3.09], [0.00, -1.45, 0.73], [0.45, 0.94, -2.36], [5.54, -1.17, 1.16], [-2.85, -0.07, 2.45], [0.23, 0.61, 0.70], [-0.68, -3.57, 1.00], [0.64, 4.76, -2.74], [0.21, -0.54, 2.48], [0.49, 0.56, -1.47], [-0.26, -0.26, -1.18], [-0.56, 1.02, -0.54], [0.11, -1.88, -1.22], [-0.32, -0.40, -0.70], [1.39, 0.68, 1.02], [-0.48, -0.92, 1.34], [-0.17, 0.95, 0.14], [-0.10, 0.05, 0.09], [-0.08, -0.05, 0.08], [0.46, -0.06, -0.08], [-0.14, 0.50, 0.07], [-0.02, 0.27, -0.19], [0.01, -0.17, 0.10], [0.64, 0.67, 0.27], [-1.55, 0.63, -1.72], [0.15, -0.99, -0.07], [0.69, 0.03, 0.82], [0.21, 0.05, -0.25], [-0.28, -0.36, 0.43], [0.03, -0.51, -0.15], [-0.24, -0.33, -0.02], [-0.21, 0.84, -0.11], [0.40, 0.00, 0.49], [0.04, -0.07, -0.14], [0.23, -0.12, 0.55], [-2.34, 0.53, 0.22], [0.48, -1.16, -0.50], [0.36, 1.18, 0.61], [0.61, 0.25, 0.03], [0.10, -0.57, -0.14], [-0.81, -0.45, 0.02], [-0.44, 0.02, -0.61], [0.39, 0.57, 0.38], [0.19, 0.16, -0.07], [0.33, 0.11, 0.42], [0.99, -0.91, -0.63], [0.13, 0.28, -0.03], [-0.10, -1.59, -0.24], [1.07, -0.14, 1.54], [-0.40, 2.15, -0.03], [0.78, -0.76, 0.36], [-0.50, -0.04, -0.24], [0.17, 0.88, 0.21], [0.10, 0.00, 0.04], [-0.59, -0.10, -0.62], [0.31, -0.37, -0.57], [-0.12, 0.19, 0.24], [-0.20, -0.45, -0.34], [-0.57, 0.13, -0.19]],
  "e_tot_ev": -46770.211,
  "charge": 1,
  "multiplicity": 2,
  "gap_ev": [8.06, 4.17],
  "relative_energy_kcal_mol": 8.8
}

No. 5
{
  "formula": "C4H5MgO3Rb",
  "method": "ωB97M-V/def2-TZVPD",
  "symbols": ["Mg", "O", "C", "H", "H", "H", "C", "C", "O", "C", "O", "Rb", "H", "H"],
  "coordinates": [[1.37362, 3.39841, 0.16370], [2.36810, 1.37353, -0.01547], [3.66050, 0.75050, -0.12272], [3.84804, 0.14050, 0.76616], [3.68317, 0.14252, -1.03234], [4.37121, 1.57689, -0.18508], [-1.96538, 1.75664, -0.13531], [-0.95234, 0.88774, -0.09655], [0.28053, 1.53344, 0.40920], [1.28246, 0.62473, 0.15639], [1.26688, -0.57996, 0.25924], [-1.55153, -2.41391, 0.31292], [-2.94696, 1.39736, -0.44949], [-1.84353, 2.82175, 0.09471]],
  "forces_ev_per_a": [[-0.27, -0.39, 0.01], [0.58, 1.01, -0.34], [0.38, -0.34, -0.10], [-0.06, 0.11, -0.25], [0.07, 0.11, 0.27], [-0.12, -0.23, -0.01], [0.51, 0.02, -0.02], [-2.22, -0.54, 0.01], [1.46, -0.90, -0.96], [-0.86, -1.24, 1.91], [0.20, 1.63, -0.52], [0.26, 0.61, -0.09], [0.33, 0.27, 0.00], [-0.26, -0.11, 0.09]],
  "e_tot_ev": -16463.331,
  "charge": 1,
  "multiplicity": 2,
  "gap_ev": [7.17, 6.54]
}

No. 6
{
  "formula": "C10H21F3IO3P2Sc",
  "method": "ωB97M-V/def2-TZVPD",
  "symbols": ["C", "I", "H", "H", "H", "Sc", "P", "C", "C", "H", "H", "H", "H", "H", "H", "C", "H", "H", "H", "P", "C", "C", "H", "H", "H", "C", "H", "H", "H", "H", "H", "H", "C", "O", "F", "C", "F", "F", "C", "O", "O"],
  "coordinates": [[-1.90556, 4.09858, -0.10804], [-1.02625, 2.32849, 0.99574], [-2.77264, 4.38405, 0.52113], [-2.18478, 3.81948, -1.13168], [-1.15221, 4.89270, -0.07884], [0.00192, -0.10362, 0.02847], [-2.13849, -0.72088, -1.31514], [-2.13287, -0.46992, -3.11727], [-2.51761, -2.49588, -1.15782], [-3.46527, -2.74176, -1.65337], [-4.56563, -0.39125, -1.32676], [-2.57784, -2.75931, -0.09557], [-3.84539, -0.22929, 0.30664], [-1.27278, -0.99016, -3.55681], [-1.69837, -3.06786, -1.62168], [-3.71281, -0.00006, -0.75539], [-3.06056, -0.83264, -3.58294], [-3.64618, 1.09178, -0.87492], [-2.01664, 0.60754, -3.29943], [2.06594, 0.79715, 1.49233], [3.44059, 1.60874, 0.62276], [1.67641, 1.98070, 2.83194], [2.10748, -1.03107, 3.05142], [3.63520, -0.08790, 3.11871], [3.32903, -1.22414, 1.75605], [2.86975, -0.51326, 2.45703], [0.90720, 1.53923, 3.47060], [2.56120, 2.23008, 3.42876], [4.23535, 1.90839, 1.31933], [3.03342, 2.48988, 0.10550], [1.25997, 2.88912, 2.36994], [3.84441, 0.91719, -0.12810], [0.84979, 1.09472, -1.81895], [1.36473, 1.63148, -2.69562], [1.08478, -4.45836, -1.09064], [1.46006, -3.82634, 0.05522], [1.06898, -4.55713, 1.10764], [2.81984, -3.73358, 0.05800], [0.83479, -2.40147, 0.11073], [1.14921, -1.64701, -0.86472], [0.09180, -2.02636, 1.06575]],
  "forces_ev_per_a": [[-0.51, 0.12, 0.30], [-1.07, 1.71, -0.42], [0.55, -0.45, -0.43], [0.17, -0.16, 0.52], [0.06, -0.55, 0.07], [0.69, -1.66, 0.56], [-1.73, -0.83, -0.85], [0.36, 0.40, -0.03], [0.65, -0.28, 0.17], [0.25, 0.16, 0.07], [0.32, 0.07, 0.11], [-0.04, -0.07, -0.21], [-0.09, 0.07, -0.13], [-0.20, 0.08, 0.02], [-0.34, 0.00, 0.15], [0.23, 0.62, 0.11], [0.27, 0.12, 0.24], [-0.28, -0.28, 0.08], [-0.12, -0.26, -0.21], [1.10, 0.46, 1.20], [-0.25, 0.01, -0.52], [-0.38, 0.32, -0.43], [0.26, 0.01, -0.05], [-0.18, -0.09, -0.22], [-0.01, 0.04, 0.33], [-0.13, -0.51, -0.32], [0.09, 0.11, 0.12], [-0.14, -0.17, -0.20], [-0.29, -0.09, -0.16], [0.33, -0.12, 0.12], [0.40, -0.20, 0.49], [0.03, 0.21, 0.15], [2.27, 2.24, -3.72], [-1.98, -1.98, 3.25], [0.24, 0.90, 1.18], [0.55, -1.41, 0.01], [0.27, 0.65, -0.81], [-1.48, 0.18, 0.04], [0.48, -0.70, -0.11], [-0.67, 0.65, 0.57], [0.32, 0.68, -1.04]],
  "e_tot_ev": -72372.243,
  "charge": 2,
  "multiplicity": 1,
  "gap_ev": 8.14,
  "relative_energy_kcal_mol": 0.0
}